(1)
Entry from the OMol25 dataset: a molecular structure, C59H38F15GeKO2P2S5 at a distorted geometry (ωB97M-V/def2-TZVPD).

Summary:
lowest unoccupied orbital energy = 3.4319 eV
electronic energy = -9270.1640 Eh
maximum force = 1.0 eV/A
energy above the lowest of the compared OMol25 structures with the same formula, charge and spin = 0.0000 eV
highest occupied orbital energy = -1.765 eV
frontier orbital gap = 5.20 eV

```
! RIJCOSX wB97M-V def2-TZVPD def2/J DEFGRID3
* xyz -2 1
K -0.75944 -0.26710 -0.40264
S -2.68062 2.09789 -0.74293
P -2.09940 2.37038 1.18646
C -1.18001 1.26345 1.96295
P 0.20935 1.08882 2.81555
S 1.04146 -0.76208 2.90437
C 1.56777 2.19069 2.21184
C 1.79703 3.46607 2.71872
C 2.79176 4.27784 2.18320
C 3.57447 3.82311 1.13321
C 3.35362 2.54837 0.62171
C 2.36011 1.74154 1.15364
C 0.11712 1.67911 4.56946
C 1.08076 1.33162 5.51506
C 1.01814 1.83895 6.80456
C -0.01312 2.69857 7.17070
C -0.97837 3.04651 6.23783
C -0.90747 2.53844 4.94400
C -3.69000 2.66746 2.07862
C -4.04633 1.84942 3.14223
C -5.25138 2.04054 3.81264
C -6.10549 3.06260 3.42598
C -5.75882 3.88241 2.35551
C -4.56583 3.67644 1.67998
C -1.35547 4.06437 1.21834
C -1.51383 4.95125 2.27961
C -0.85188 6.17476 2.29037
C -0.01846 6.52730 1.23867
C 0.15427 5.64465 0.17829
C -0.50847 4.42800 0.17286
H 1.19311 3.84342 3.53603
H 2.94278 5.27341 2.58561
H 4.35445 4.45151 0.71624
H 3.97552 2.16477 -0.17824
H 2.23168 0.73207 0.77372
H 1.86573 0.64512 5.22057
H 1.77447 1.56046 7.53042
H -0.06034 3.09365 8.17981
H -1.78710 3.71568 6.51041
H -1.65086 2.80636 4.20363
H -3.35849 1.05605 3.41816
H -5.51967 1.38846 4.63649
H -7.04275 3.21835 3.94896
H -6.42788 4.67659 2.04249
H -4.30211 4.28900 0.82532
H -2.16709 4.69468 3.10716
H -0.99183 6.85300 3.12548
H 0.50168 7.47871 1.24770
H 0.81029 5.90317 -0.64552
H -0.40442 3.74959 -0.66366
O -1.68217 -1.85153 1.13277
S -1.86972 -2.07201 2.59523
C -1.00959 -3.64677 2.89130
C -1.03837 -4.53730 1.65023
C -0.02852 -4.12366 0.56702
C -0.49967 -4.43193 -0.85119
S -2.00043 -3.51939 -1.33221
O -1.55965 -2.19068 -1.82882
C -2.34079 -4.49784 -2.80064
C -2.02186 -3.97633 -4.04247
C -2.31103 -4.71644 -5.18232
C -2.92215 -5.95771 -5.07313
C -3.25249 -6.46575 -3.82152
C -2.96678 -5.73189 -2.68059
C -3.56435 -2.69549 2.68547
C -4.08287 -3.24670 3.85146
C -5.41764 -3.61879 3.90358
C -6.23843 -3.42105 2.79911
C -5.72042 -2.84708 1.64720
C -4.38180 -2.47999 1.58572
H -1.45964 -4.12825 3.76177
H 0.00341 -3.33259 3.15058
H -2.05508 -4.53731 1.24360
H -0.83712 -5.56614 1.96580
H 0.91030 -4.66834 0.70620
H 0.22657 -3.06919 0.65470
H -0.74048 -5.49333 -0.96859
H 0.25317 -4.14316 -1.59104
H -1.55308 -3.00155 -4.09268
H -2.05346 -4.31875 -6.15573
H -3.14846 -6.52953 -5.96491
H -3.73950 -7.42967 -3.73669
H -3.23412 -6.11050 -1.69914
H -3.45103 -3.37674 4.72360
H -5.82031 -4.05438 4.81042
H -7.28399 -3.70160 2.84369
H -6.36054 -2.67118 0.79116
H -3.95727 -2.01992 0.70231
F 4.29961 0.31085 -5.58494
C 3.17003 -0.38940 -5.78891
C 2.54644 -1.01625 -4.72266
C 1.40043 -1.72665 -5.02549
F 0.72115 -2.37990 -4.08502
C 0.89667 -1.80549 -6.31578
F -0.22011 -2.49925 -6.57419
C 1.54904 -1.16436 -7.34694
F 1.07176 -1.23711 -8.59256
C 2.70198 -0.44719 -7.08650
F 3.34125 0.16826 -8.08900
Ge 3.26413 -0.73237 -2.86960
S 2.23463 -1.53077 -1.23030
C 5.15791 -1.36694 -2.94767
C 5.69989 -2.21641 -3.89247
F 4.97752 -2.63997 -4.94474
C 6.99779 -2.69376 -3.82108
F 7.48381 -3.51507 -4.76230
C 7.79799 -2.32080 -2.76165
F 9.05356 -2.76995 -2.67859
C 7.29245 -1.48410 -1.78503
F 8.07059 -1.12487 -0.75999
C 5.99009 -1.03253 -1.88990
F 5.54983 -0.22661 -0.92297
C 3.31782 1.27389 -2.90247
C 4.43760 2.07999 -2.99815
F 5.65957 1.55079 -3.19436
C 4.38196 3.45895 -2.91601
F 5.49689 4.19767 -2.99477
C 3.15864 4.08048 -2.76616
F 3.08906 5.41005 -2.70106
C 2.00634 3.32015 -2.71470
F 0.82332 3.92284 -2.63196
C 2.10862 1.94121 -2.77815
F 0.96243 1.24962 -2.74675
*
```

Atomic partial charges in e from the Mulliken method, atoms 1 to 2:
1. K 1.29
2. S -0.65

=====

(2)
Entry from the OMol25 dataset: 5 unconnected molecules or ions with the total composition C59H40ClO8P at a distorted geometry (ωB97M-V/def2-TZVPD).

Summary:
SMILES = O=C1c2ccccc2C(=O)c2ccccc21.O=C1c2ccccc2C(=O)c2ccccc21.O=C1c2ccccc2C(=O)c2ccccc21.O=C1c2ccccc2C(=O)c2ccccc21.CC[C@@H](P)Cl
lowest unoccupied orbital energy = -1.1934 eV
electronic energy = -3675.8452 Eh
maximum force = 1.9 eV/A
highest occupied orbital energy = -8.936 eV
frontier orbital gap = 7.74 eV

```
! RIJCOSX wB97M-V def2-TZVPD def2/J DEFGRID3
* xyz 0 1
C 7.80056 -3.88909 4.11022
C 7.78479 -2.79164 3.02309
C 8.36833 -1.42330 3.51196
P 9.09881 -0.61343 1.98232
Cl 6.98367 -0.45934 4.21901
H 7.66456 -4.85240 3.59786
H 8.77023 -3.94756 4.62602
H 7.01132 -3.72048 4.85471
H 8.45887 -3.11749 2.21165
H 6.80277 -2.65074 2.55480
H 9.14850 -1.62115 4.25619
H 7.98483 -0.28775 1.16785
H 9.79949 0.55441 2.37913
C 3.85399 0.67313 1.71578
C 4.74168 -0.37954 1.51377
C 5.05353 -0.78907 0.22550
C 4.47021 -0.15476 -0.86685
C 3.56244 0.88532 -0.66316
C 3.26438 1.30440 0.63118
C 2.89481 1.54029 -1.81212
O 2.10281 2.44905 -1.62997
C 3.19932 1.06177 -3.18174
C 2.54074 1.62893 -4.26928
C 2.82615 1.19671 -5.55528
C 3.77795 0.20287 -5.76219
C 4.43452 -0.36854 -4.68254
C 4.14091 0.05236 -3.38899
C 4.82497 -0.59049 -2.23999
O 5.65554 -1.45995 -2.41876
H 3.61890 0.99766 2.72152
H 5.19201 -0.87824 2.36170
H 5.74796 -1.60476 0.06958
H 2.57071 2.11970 0.79058
H 1.80383 2.40480 -4.11235
H 2.30830 1.63531 -6.39839
H 4.00479 -0.12874 -6.76720
H 5.17092 -1.14382 -4.84526
C 0.30693 5.52146 -1.51294
C -0.29389 5.00180 -0.37044
C -0.00870 5.54285 0.87381
C 0.88919 6.60075 0.98198
C 1.50908 7.10703 -0.16176
C 1.20661 6.57099 -1.41042
C 2.50452 8.20306 -0.06001
O 3.04181 8.64789 -1.05562
C 2.83691 8.73957 1.28325
C 3.80867 9.72886 1.40404
C 4.11832 10.24681 2.65257
C 3.45308 9.78575 3.78497
C 2.48807 8.79681 3.67086
C 2.18351 8.26433 2.42129
C 1.17331 7.18251 2.31678
O 0.59384 6.77705 3.30604
H 0.07640 5.10221 -2.48416
H -0.98701 4.17407 -0.45198
H -0.48048 5.14052 1.76037
H 1.67676 6.97019 -2.29892
H 4.32471 10.09114 0.52519
H 4.87786 11.01258 2.74470
H 3.69115 10.19608 4.75799
H 1.97524 8.43644 4.55234
C -4.30251 -3.21748 -5.72224
C -4.90649 -3.73817 -4.58137
C -4.62429 -3.19738 -3.33622
C -3.72669 -2.13923 -3.22617
C -3.10375 -1.63196 -4.36773
C -3.40276 -2.16747 -5.61710
C -2.10926 -0.53524 -4.26198
O -1.56875 -0.08915 -5.25621
C -1.78206 0.00046 -2.91744
C -0.81167 0.99033 -2.79341
C -0.50328 1.51045 -1.54431
C -1.17335 1.04701 -0.41403
C -2.13792 0.05678 -0.53069
C -2.43872 -0.47594 -1.78151
C -3.44666 -1.55791 -1.89078
O -4.03067 -1.96770 -0.90553
H -4.53089 -3.63533 -6.69442
H -5.59971 -4.56532 -4.66433
H -5.09931 -3.59975 -2.45099
H -2.93072 -1.76752 -6.50427
H -0.29448 1.35151 -3.67097
H 0.25599 2.27703 -1.44948
H -0.93800 1.45707 0.56081
H -2.65326 -0.30413 0.34950
C -10.66420 -7.58350 2.19750
C -10.87298 -6.64423 1.19173
C -9.85554 -5.77453 0.82986
C -8.62690 -5.83286 1.48105
C -8.42537 -6.75940 2.50523
C -9.44426 -7.64154 2.85376
C -7.13753 -6.80434 3.24233
O -6.96073 -7.61495 4.13132
C -6.07536 -5.83526 2.87709
C -4.88227 -5.82551 3.59375
C -3.87683 -4.93292 3.25270
C -4.05480 -4.05210 2.18957
C -5.24307 -4.05333 1.47580
C -6.26033 -4.93862 1.82254
C -7.53985 -4.90821 1.07239
O -7.69876 -4.13928 0.14377
H -11.45678 -8.26757 2.47276
H -11.83011 -6.59242 0.68866
H -10.01765 -5.04858 0.04455
H -9.28534 -8.36860 3.63861
H -4.74012 -6.51108 4.41826
H -2.95148 -4.92395 3.81463
H -3.26705 -3.36036 1.91938
H -5.37747 -3.36300 0.65337
*
```

Atomic partial charges in e from the Mulliken method, atoms 1 to 2:
1. C -1.28
2. C -0.39

=====

> Look up the lowest unoccupied orbital energy of the first one.

3.4319 eV

=====

> What is the frontier orbital gap in the second record?

7.74 eV

=====

> Look up the highest occupied orbital energy of the first one.

-1.765 eV

=====

> Which of these has the highest lowest unoccupied orbital energy?

C59H38F15GeKO2P2S5